Entry 1:
{"formula": "C5H11NO", "method": "ωB97M-V/def2-TZVPD", "symbols": ["C", "N", "C", "C", "C", "O", "C", "H", "H", "H", "H", "H", "H", "H", "H", "H", "H", "H"], "positions_angstrom": [[-0.138, -0.248, -2.295], [0.156, -0.994, -1.089], [-0.207, -0.329, 0.185], [0.623, 0.938, 0.296], [0.153, 1.751, 1.506], [-0.896, 2.334, 1.439], [-0.187, -1.233, 1.407], [-1.132, 0.211, -2.342], [0.649, 0.501, -2.359], [-0.006, -0.940, -3.126], [-0.320, -1.889, -1.028], [-1.263, -0.106, -0.016], [0.434, 1.589, -0.554], [1.699, 0.772, 0.401], [0.833, 1.892, 2.364], [0.086, -0.671, 2.303], [0.657, -1.905, 1.264], [-1.142, -1.673, 1.643]], "atomic_forces_ev_per_a": [[0.53, -0.48, 0.28], [0.35, -1.25, 1.46], [-0.96, 0.25, -1.62], [-0.14, 0.59, 1.41], [0.07, 0.38, -1.35], [-0.23, 0.07, 0.61], [1.35, 0.63, 0.00], [-0.05, 0.08, 0.07], [-0.26, 0.28, -0.43], [-0.11, 0.16, -0.15], [0.07, 0.05, -0.62], [-0.06, 1.00, 0.65], [0.09, -0.03, -0.09], [-0.10, -0.42, -0.22], [-0.06, -0.22, 0.18], [-0.08, 0.18, -0.03], [-0.30, -0.68, 0.15], [-0.11, -0.60, -0.31]], "lowdin_charge": [-0.1363, -0.1171, -0.4275, -0.1270, -0.2651, 0.0561, -0.0388, 0.0842, 0.0696, 0.0800, 0.1025, 0.1344, 0.1073, 0.1239, 0.1200, 0.0712, 0.0851, 0.0776], "smiles": "CN[C@@H](C)CC=O", "e_homo_ha": -0.3251, "homo_lumo_gap_ev": 9.904, "max_force_ev_per_a": 1.95}

***

Entry 2:
{"formula": "C28H35N7", "method": "ωB97M-V/def2-TZVPD", "symbols": ["N", "C", "C", "C", "C", "H", "H", "H", "H", "H", "N", "C", "C", "C", "C", "H", "H", "H", "H", "H", "N", "C", "C", "C", "C", "H", "H", "H", "H", "H", "N", "C", "C", "C", "C", "H", "H", "H", "H", "H", "N", "C", "C", "C", "C", "H", "H", "H", "H", "H", "N", "C", "C", "C", "C", "H", "H", "H", "H", "H", "N", "C", "C", "C", "C", "H", "H", "H", "H", "H"], "positions_angstrom": [[22.870, 11.997, 16.230], [21.998, 12.993, 16.566], [22.605, 13.952, 17.482], [24.026, 13.356, 17.619], [24.143, 12.122, 16.805], [22.830, 11.308, 15.531], [21.005, 13.030, 16.291], [22.072, 14.895, 17.903], [24.736, 14.011, 18.167], [24.882, 11.240, 16.647], [16.910, 2.646, 10.737], [16.124, 2.788, 11.863], [16.395, 4.151, 12.454], [17.393, 4.809, 11.579], [17.788, 3.718, 10.534], [16.839, 1.867, 10.246], [15.590, 1.858, 12.123], [15.963, 4.585, 13.444], [18.064, 5.655, 11.672], [18.284, 3.999, 9.527], [21.255, 11.304, 9.255], [21.280, 12.285, 10.170], [19.965, 12.500, 10.734], [19.098, 11.415, 10.160], [19.999, 10.699, 9.153], [22.133, 11.010, 8.794], [22.313, 12.716, 10.291], [19.862, 13.193, 11.558], [18.014, 11.160, 10.301], [19.748, 9.895, 8.423], [19.136, 8.589, 15.342], [18.747, 8.645, 13.983], [18.678, 10.157, 13.663], [18.938, 10.944, 14.990], [19.312, 9.828, 15.990], [19.216, 7.820, 15.896], [18.605, 7.840, 13.255], [18.307, 10.586, 12.694], [18.868, 11.989, 15.338], [19.464, 9.691, 16.972], [19.907, 5.436, 16.208], [18.495, 5.411, 16.350], [18.260, 6.355, 17.424], [19.551, 6.649, 18.119], [20.602, 6.091, 17.246], [20.329, 4.940, 15.642], [17.850, 4.908, 15.735], [17.296, 6.737, 17.655], [19.814, 7.434, 18.845], [21.729, 6.070, 17.186], [22.496, 11.631, 19.931], [23.111, 11.292, 21.133], [21.901, 10.414, 21.801], [20.729, 10.510, 20.942], [21.110, 11.260, 19.631], [22.981, 12.307, 19.397], [24.215, 11.521, 21.393], [22.163, 10.008, 22.800], [19.739, 10.044, 21.256], [20.556, 11.756, 18.794], [22.053, 9.599, 14.285], [22.674, 10.636, 13.426], [24.229, 10.473, 13.662], [24.400, 9.339, 14.681], [22.984, 8.824, 15.082], [21.160, 9.157, 14.540], [22.159, 11.400, 12.830], [25.114, 10.851, 13.235], [25.344, 9.123, 15.145], [22.692, 8.004, 15.775]], "atomic_forces_ev_per_a": [[1.77, 1.19, 1.84], [2.87, 1.90, 2.58], [1.30, -3.32, -2.04], [-1.67, 0.32, -1.01], [-1.49, 2.50, 1.70], [-1.03, -0.86, -0.96], [-1.75, -0.31, -1.02], [1.44, -2.02, -0.75], [-0.03, -1.32, -0.45], [-1.31, 2.26, 0.41], [0.98, 5.90, 3.60], [1.41, 2.90, 0.46], [0.53, -1.48, -1.17], [0.02, -5.88, -1.63], [-2.18, 3.37, 1.30], [0.00, -4.00, -2.94], [-0.01, 1.18, 0.37], [0.76, -1.04, -2.18], [-0.68, 0.18, 0.25], [-0.82, -1.10, 1.96], [-0.84, -1.57, -0.79], [-0.80, 1.12, 0.90], [1.65, -2.86, -1.67], [3.58, -0.19, -2.33], [-1.90, 2.06, 2.62], [-1.30, 0.10, 0.32], [-1.66, 0.03, 0.37], [-0.60, -0.12, -0.18], [1.44, 0.53, -0.11], [0.44, 0.91, 0.88], [-0.26, 4.17, -3.11], [0.57, 5.95, 0.87], [-0.12, -1.91, 3.65], [0.82, -5.97, 0.46], [-2.84, 1.45, -7.96], [0.18, -2.98, 1.44], [0.18, 0.17, 0.88], [0.70, -0.56, 1.26], [0.09, -0.72, -0.89], [0.71, 0.48, 3.47], [-5.56, 5.32, 7.96], [3.76, 4.73, 4.00], [2.56, -2.23, -0.51], [1.22, -0.35, -3.78], [-3.15, 0.14, 0.11], [5.14, -6.20, -7.05], [-1.21, -1.03, -1.56], [-0.50, 0.06, 0.52], [-0.59, -0.73, -0.15], [-1.67, 0.20, 0.49], [-1.35, -0.45, 0.95], [-5.36, -2.97, -0.08], [3.11, 3.16, -2.25], [2.07, 0.90, -1.33], [2.36, -0.97, 5.36], [0.25, 0.58, -1.34], [-2.36, -0.48, -0.61], [-1.08, 0.03, -0.93], [1.48, 0.79, -0.89], [0.78, -0.75, 1.12], [3.54, -0.90, 1.13], [4.10, -3.22, 2.58], [-5.92, -4.04, 3.01], [-5.53, 1.59, -1.21], [4.02, 3.78, -3.49], [-0.55, 1.73, -1.38], [-0.10, -0.87, 0.44], [0.30, 1.11, -0.72], [0.07, -0.43, 0.02], [0.02, 1.02, -0.82]], "lowdin_charge": [0.0026, -0.1550, -0.0777, -0.1221, -0.0853, 0.0344, 0.0561, 0.1119, 0.0727, 0.1209, -0.0377, -0.1109, -0.1036, -0.0839, -0.0962, 0.0729, 0.1036, 0.0974, 0.0490, 0.1124, -0.0533, -0.1915, -0.0974, -0.0798, -0.0994, 0.1600, 0.1237, 0.0718, 0.0810, 0.0966, -0.0342, -0.0710, -0.0519, -0.0361, -0.0779, 0.0181, 0.0804, 0.0522, 0.0607, 0.0440, 0.0112, -0.0519, -0.0952, -0.0686, -0.0831, 0.0193, 0.0656, 0.0736, 0.0831, 0.1175, -0.0711, -0.0589, -0.1060, -0.1353, -0.0621, 0.0440, 0.1124, 0.0582, 0.0824, 0.0785, -0.0294, -0.0416, -0.0563, -0.0934, -0.0688, 0.0714, 0.0700, 0.0446, 0.0509, 0.0815], "smiles": "c1cc[nH]c1.c1cc[nH]c1.c1cc[nH]c1.c1cc[nH]c1.c1cc[nH]c1.c1cc[nH]c1.c1cc[nH]c1", "e_homo_ha": -0.2670, "homo_lumo_gap_ev": 7.837, "max_force_ev_per_a": 11.07}

***

Entry 3:
{"formula": "C27H62N3O10S8", "method": "ωB97M-V/def2-TZVPD", "symbols": ["C", "C", "C", "N", "C", "C", "C", "O", "N", "O", "C", "C", "N", "C", "C", "C", "H", "H", "H", "H", "H", "H", "H", "H", "H", "H", "H", "H", "H", "H", "C", "S", "O", "C", "H", "H", "H", "H", "H", "H", "C", "S", "O", "C", "H", "H", "H", "H", "H", "H", "C", "S", "O", "C", "H", "H", "H", "H", "H", "H", "C", "S", "O", "C", "H", "H", "H", "H", "H", "H", "C", "S", "O", "C", "H", "H", "H", "H", "H", "H", "C", "S", "O", "C", "H", "H", "H", "H", "H", "H", "C", "S", "O", "C", "H", "H", "H", "H", "H", "H", "C", "S", "O", "C", "H", "H", "H", "H", "H", "H"], "positions_angstrom": [[0.449, 6.873, -0.268], [1.608, 7.072, -0.108], [3.024, 7.255, 0.066], [3.747, 5.952, 0.077], [3.694, 5.182, -1.022], [4.361, 3.978, -1.057], [4.313, 3.086, -2.259], [4.156, 1.737, -1.836], [2.985, 1.160, -2.419], [2.957, 0.022, -2.228], [5.069, 3.580, 0.063], [5.122, 4.376, 1.194], [5.859, 3.963, 2.320], [7.294, 4.410, 2.271], [8.177, 3.426, 1.541], [4.428, 5.573, 1.170], [-0.579, 6.641, -0.442], [3.277, 7.807, 0.959], [3.416, 7.818, -0.774], [3.118, 5.551, -1.851], [3.516, 3.355, -2.941], [5.272, 3.127, -2.759], [5.578, 2.635, 0.054], [5.442, 4.422, 3.123], [7.628, 4.492, 3.294], [7.337, 5.373, 1.769], [9.037, 3.952, 1.147], [7.695, 2.945, 0.699], [8.562, 2.656, 2.186], [4.407, 6.227, 2.019], [-3.832, 4.070, 0.864], [-3.860, 5.363, -0.364], [-2.466, 5.912, -0.462], [-4.807, 6.529, 0.600], [-3.249, 3.246, 0.468], [-3.385, 4.452, 1.784], [-4.855, 3.737, 1.040], [-4.281, 6.744, 1.531], [-5.786, 6.087, 0.798], [-4.910, 7.443, 0.018], [9.039, -0.361, 0.312], [10.102, -0.412, 1.760], [9.936, 0.889, 2.463], [11.652, -0.321, 0.862], [8.008, -0.365, 0.660], [9.240, 0.548, -0.254], [9.220, -1.243, -0.301], [11.671, 0.586, 0.259], [11.757, -1.205, 0.233], [12.455, -0.296, 1.595], [-8.051, 6.040, 3.642], [-7.790, 4.473, 2.806], [-7.329, 4.797, 1.426], [-9.521, 4.027, 2.676], [-7.079, 6.509, 3.779], [-8.688, 6.677, 3.030], [-8.509, 5.857, 4.614], [-10.056, 4.803, 2.129], [-9.936, 3.903, 3.675], [-9.579, 3.086, 2.134], [-4.096, 0.601, -3.450], [-3.547, 0.455, -1.750], [-3.990, 1.686, -1.040], [-1.800, 0.684, -2.102], [-5.182, 0.542, -3.450], [-3.775, 1.561, -3.854], [-3.687, -0.224, -4.034], [-1.653, 1.646, -2.594], [-1.445, -0.126, -2.736], [-1.267, 0.667, -1.153], [-1.501, -3.016, -1.819], [-2.754, -4.273, -2.066], [-4.060, -3.563, -2.155], [-2.638, -5.000, -0.433], [-1.456, -2.430, -2.735], [-1.782, -2.377, -0.981], [-0.535, -3.487, -1.640], [-2.841, -4.238, 0.320], [-1.640, -5.426, -0.309], [-3.384, -5.789, -0.372], [1.030, -9.147, 0.159], [0.030, -8.548, -1.198], [0.104, -7.058, -1.166], [-1.549, -9.006, -0.481], [2.071, -8.920, -0.063], [0.730, -8.652, 1.081], [0.906, -10.225, 0.255], [-1.663, -8.519, 0.488], [-1.594, -10.089, -0.369], [-2.331, -8.676, -1.161], [0.070, -6.453, 3.943], [1.333, -7.727, 4.025], [0.705, -8.989, 3.552], [1.408, -7.810, 5.816], [-0.156, -6.280, 2.892], [-0.824, -6.793, 4.464], [0.452, -5.536, 4.392], [0.423, -8.059, 6.209], [1.749, -6.852, 6.208], [2.119, -8.589, 6.081], [-6.571, -3.631, -4.260], [-5.816, -4.486, -5.643], [-5.203, -3.450, -6.516], [-7.357, -4.980, -6.423], [-5.773, -3.206, -3.656], [-7.225, -2.844, -4.636], [-7.136, -4.345, -3.660], [-7.951, -4.094, -6.647], [-7.901, -5.649, -5.756], [-7.111, -5.502, -7.345]], "atomic_forces_ev_per_a": [[-0.87, -0.29, -0.27], [0.65, 0.03, 0.32], [0.20, 0.14, -0.44], [0.02, -0.07, 0.16], [0.22, -0.07, 0.17], [-0.26, 0.18, 0.08], [0.13, -0.28, 0.28], [0.14, -0.09, 0.04], [-0.12, -0.03, -0.21], [-0.08, 0.01, 0.12], [0.09, 0.09, -0.16], [0.24, -0.35, 0.18], [-0.10, 0.71, 0.26], [-0.50, -0.64, -0.55], [0.29, 0.16, -0.08], [-0.07, -0.12, -0.34], [-0.50, -0.03, 0.06], [0.07, -0.04, 0.35], [0.22, 0.14, -0.15], [-0.22, 0.15, -0.10], [-0.17, 0.10, -0.20], [0.18, 0.16, -0.37], [0.09, -0.28, 0.11], [0.02, -0.20, 0.19], [0.04, 0.24, 0.26], [0.07, 0.38, 0.16], [0.28, 0.11, -0.11], [-0.23, -0.01, -0.19], [-0.01, -0.39, 0.24], [-0.04, 0.30, 0.18], [0.12, -0.04, 0.23], [-0.08, -0.02, -0.13], [0.23, 0.03, 0.09], [-0.11, 0.14, 0.05], [-0.05, -0.03, -0.08], [-0.02, 0.09, -0.04], [-0.03, 0.01, -0.06], [0.05, -0.04, -0.02], [0.10, 0.06, -0.03], [0.02, -0.02, -0.04], [-0.03, 0.03, -0.09], [0.02, -0.10, 0.09], [-0.01, 0.03, -0.05], [0.06, 0.01, -0.07], [0.00, -0.01, 0.04], [0.03, 0.01, 0.03], [-0.01, -0.01, 0.01], [-0.03, 0.02, 0.02], [0.01, -0.02, 0.01], [-0.01, 0.00, 0.04], [-0.05, 0.07, 0.03], [0.01, -0.06, 0.04], [-0.03, -0.02, 0.02], [-0.10, 0.00, 0.00], [0.02, -0.02, -0.01], [0.00, -0.02, -0.03], [0.01, 0.00, 0.01], [0.03, 0.02, -0.02], [0.01, -0.02, 0.01], [0.04, -0.01, -0.01], [0.00, 0.00, -0.10], [-0.04, -0.12, 0.01], [0.03, 0.06, -0.01], [0.12, 0.07, -0.05], [-0.02, -0.02, 0.03], [0.00, 0.02, 0.04], [-0.04, -0.03, 0.01], [-0.05, 0.01, 0.02], [0.01, -0.02, -0.02], [-0.02, -0.01, 0.03], [0.13, 0.10, 0.12], [0.05, -0.28, -0.25], [-0.04, 0.12, 0.12], [0.08, 0.07, 0.17], [-0.01, -0.03, -0.04], [-0.06, -0.02, -0.01], [-0.02, -0.06, -0.02], [-0.04, 0.01, -0.03], [-0.01, -0.06, -0.08], [-0.02, 0.00, -0.03], [0.08, 0.02, 0.08], [0.03, -0.07, -0.11], [-0.08, 0.15, 0.13], [-0.10, 0.02, 0.04], [-0.01, 0.02, -0.07], [-0.02, -0.06, 0.04], [-0.01, -0.01, 0.00], [0.04, 0.00, 0.00], [0.00, -0.01, -0.01], [0.02, 0.00, -0.03], [-0.08, 0.05, 0.03], [0.13, 0.10, -0.03], [-0.10, -0.02, -0.03], [-0.05, -0.01, 0.09], [0.03, -0.02, -0.02], [0.01, -0.04, 0.00], [0.01, 0.01, -0.01], [-0.01, -0.02, -0.03], [0.02, 0.00, -0.01], [0.01, -0.02, -0.03], [-0.09, 0.16, 0.06], [0.05, -0.07, 0.09], [-0.01, 0.08, -0.02], [-0.07, -0.01, -0.05], [0.06, -0.09, 0.01], [0.00, -0.03, -0.07], [0.02, -0.02, 0.01], [0.03, 0.02, 0.00], [0.01, -0.01, 0.00], [0.03, 0.00, -0.01]], "lowdin_charge": [0.1852, -0.1113, -0.1184, -0.0242, 0.0481, -0.1218, -0.1408, -0.1015, -0.0132, 0.1068, 0.0992, -0.2203, 0.0179, -0.2145, -0.0777, 0.0688, 0.0054, 0.1304, 0.1405, 0.1576, 0.1268, 0.1381, 0.1329, 0.1148, 0.1182, 0.1071, 0.0831, 0.0547, 0.0427, 0.1508, -0.2688, 0.8499, -0.5995, -0.2683, 0.0177, 0.0609, 0.0477, 0.0591, 0.0131, 0.0519, -0.2750, 0.8212, -0.5595, -0.2680, 0.0476, 0.0526, 0.0546, 0.0587, 0.0562, 0.0529, -0.2660, 0.8208, -0.5658, -0.2659, 0.0487, 0.0617, 0.0552, 0.0615, 0.0557, 0.0530, -0.2520, 0.8194, -0.5600, -0.2739, 0.0542, 0.0598, 0.0587, 0.0583, 0.0342, 0.0493, -0.2689, 0.8227, -0.5625, -0.2668, 0.0363, 0.0517, 0.0598, 0.0587, 0.0290, 0.0509, -0.2660, 0.8131, -0.5752, -0.2665, 0.0545, 0.0227, 0.0622, 0.0561, 0.0560, 0.0480, -0.2679, 0.7976, -0.5552, -0.2701, 0.0420, 0.0603, 0.0533, 0.0600, 0.0537, 0.0516, -0.2740, 0.7922, -0.5598, -0.2767, 0.0107, 0.0576, 0.0574, 0.0560, 0.0511, 0.0474], "e_homo_ha": -0.3516, "total_charge": 1, "homo_lumo_gap_ev": 5.809, "max_force_ev_per_a": 0.99}

***

Entry 4:
{"formula": "C4H9BO", "method": "ωB97M-V/def2-TZVPD", "symbols": ["B", "C", "C", "C", "C", "O", "H", "H", "H", "H", "H", "H", "H", "H", "H"], "positions_angstrom": [[0.657, 0.105, 0.041], [0.682, -1.572, -0.194], [-2.435, -0.140, -0.104], [-1.689, 0.873, 0.297], [2.223, 0.841, -0.254], [-0.367, 0.917, 0.334], [1.315, -2.221, 0.303], [1.294, -1.580, -1.162], [-1.965, -1.125, -0.228], [-3.508, 0.187, -0.382], [-0.326, -2.301, -0.176], [-2.171, 1.771, 0.512], [2.764, 0.894, 0.736], [2.014, 1.779, -0.709], [2.736, 0.216, -0.981]], "atomic_forces_ev_per_a": [[2.95, -1.93, -0.32], [-2.82, 0.83, -1.96], [-1.39, 0.20, -0.48], [-1.14, -1.47, -0.88], [-2.54, -2.00, 1.54], [1.64, 0.77, 0.52], [1.67, -0.58, 2.10], [-1.57, -0.26, 0.43], [-0.83, 0.51, -0.42], [1.76, -1.35, 0.82], [2.46, 2.33, -0.68], [-0.27, 1.72, 0.34], [-0.38, 0.17, -1.22], [0.18, 1.10, -0.04], [0.30, -0.04, 0.24]], "lowdin_charge": [-0.3413, -0.0345, 0.0374, -0.2388, -0.0259, 0.0976, -0.0083, 0.0668, 0.0380, 0.0973, 0.1023, 0.0954, 0.0659, 0.0201, 0.0281], "smiles": "C=COB(C)C", "e_homo_ha": -0.3467, "homo_lumo_gap_ev": 10.166, "max_force_ev_per_a": 3.58}